Entry 1:
Density functional theory data (wB97M-V/def2-TZVPD) for a molecular structure, C43H32F3N2O2P2STeTi.

Computed properties:
Expectation value of S²: 0.756
Gap between HOMO and LUMO (spin up / spin down): 7.21 / 7.41 eV
E_tot: -4415.8162 Eh
LUMO level (spin up / spin down): -0.184 / -0.019 eV
Spin multiplicity: 2

Last column: Löwdin charge in e.
CARTESIAN COORDINATES (ANGSTROEM)
Ti (0.941, -1.203, 0.558)  0.6790
F (4.698, -0.218, 4.482)  0.1383
C (4.589, 0.828, 3.633)  -0.5605
F (5.718, 1.630, 3.733)  0.0917
F (3.578, 1.633, 3.983)  0.1254
C (4.421, 0.294, 2.235)  -0.1236
C (5.493, 0.419, 1.389)  0.0339
C (5.416, -0.132, 0.058)  -0.0272
C (4.249, -0.746, -0.280)  -0.1039
N (3.219, -1.027, 0.591)  -0.0403
C (3.264, -0.413, 1.764)  -0.7036
S (1.902, -0.682, 2.773)  0.7291
H (6.388, 0.828, 1.766)  0.1085
H (6.159, 0.019, -0.697)  0.0986
H (4.026, -1.251, -1.228)  0.1236
Te (-1.346, 2.717, 1.418)  1.3039
C (-3.238, 3.304, 0.643)  -0.5264
C (-3.320, 4.464, -0.092)  -0.1660
C (-4.544, 4.960, -0.464)  -0.1550
N (-5.658, 4.418, -0.004)  0.0560
C (-5.607, 3.298, 0.689)  -0.1776
C (-4.450, 2.646, 1.043)  -0.1086
C (-0.691, 1.045, 0.382)  -1.0599
P (-1.521, -0.480, 0.332)  0.8595
C (-3.156, -0.270, -0.440)  -0.3299
C (-4.416, -0.460, 0.155)  -0.0804
C (-5.504, 0.017, -0.563)  -0.0955
C (-5.349, 0.699, -1.761)  -0.1021
C (-4.141, 0.835, -2.337)  -0.0796
C (-3.024, 0.400, -1.650)  -0.0981
C (-1.800, -1.228, 2.005)  -0.3727
C (-2.240, -2.597, 1.939)  -0.0889
C (-2.481, -3.335, 3.114)  -0.0786
C (-2.172, -2.736, 4.300)  -0.1016
C (-1.745, -1.410, 4.406)  -0.0530
C (-1.526, -0.674, 3.236)  -0.1291
P (0.696, 1.059, -0.642)  0.8392
C (1.961, 2.367, -0.377)  -0.3450
C (2.230, 2.764, 0.927)  -0.1287
C (3.126, 3.819, 1.203)  -0.0583
C (3.798, 4.390, 0.138)  -0.0897
C (3.589, 3.971, -1.175)  -0.0635
C (2.618, 3.001, -1.398)  -0.0926
C (0.285, 1.350, -2.386)  -0.3817
C (-0.573, 2.431, -2.642)  -0.1142
C (-1.071, 2.623, -3.884)  -0.0901
C (-0.817, 1.673, -4.873)  -0.0756
C (-0.045, 0.538, -4.646)  -0.0602
C (0.559, 0.422, -3.391)  -0.0757
H (-2.420, 4.990, -0.337)  0.0772
H (-4.655, 5.847, -1.105)  0.1125
H (-6.566, 3.002, 1.055)  0.0997
H (-4.380, 1.749, 1.708)  0.1082
H (-4.511, -0.978, 1.109)  0.1096
H (-6.498, -0.085, -0.158)  0.1050
H (-6.228, 1.140, -2.286)  0.1268
H (-3.953, 1.422, -3.223)  0.1066
H (-1.995, 0.416, -2.023)  0.0824
H (-2.410, -3.024, 0.962)  0.1015
H (-2.917, -4.307, 3.075)  0.0969
H (-2.324, -3.317, 5.198)  0.1016
H (-1.561, -1.080, 5.423)  0.1070
H (-1.136, 0.322, 3.210)  0.0387
H (1.769, 2.287, 1.751)  0.0562
H (3.313, 4.163, 2.234)  0.1175
H (4.555, 5.121, 0.343)  0.0966
H (4.024, 4.458, -2.010)  0.0931
H (2.384, 2.688, -2.421)  0.1071
H (-0.896, 3.055, -1.837)  0.0925
H (-1.689, 3.462, -4.093)  0.1020
H (-1.378, 1.816, -5.797)  0.1050
H (0.051, -0.258, -5.340)  0.0940
H (1.073, -0.482, -3.184)  0.0886
O (1.005, -2.561, -1.062)  -0.1043
C (1.159, -3.484, -0.186)  -0.5574
O (0.900, -3.129, 0.989)  -0.1050
C (1.672, -4.846, -0.496)  -0.1435
C (1.988, -5.066, -1.807)  -0.0236
C (2.373, -6.360, -2.157)  -0.0692
C (2.404, -7.359, -1.187)  -0.0824
C (1.995, -7.092, 0.112)  -0.0804
C (1.603, -5.835, 0.491)  0.0003
H (1.984, -4.224, -2.533)  0.1346
H (2.707, -6.599, -3.212)  0.1239
H (2.717, -8.339, -1.475)  0.0966
H (2.078, -7.925, 0.824)  0.1142
H (1.270, -5.590, 1.480)  0.1206


Entry 2:
Density functional theory data (wB97M-V/def2-TZVPD) for a molecular structure, C43H33CaN8OSSe.

Computed properties:
Net charge: -1
Gap between HOMO and LUMO: 4.99 eV
E_tot: -5649.2515 Eh
LUMO level: 1.323 eV
Spin multiplicity: 1

Last column: Löwdin charge in e.
CARTESIAN COORDINATES (ANGSTROEM)
Ca (0.261, -0.469, -0.957)  1.1651
C (1.169, 6.059, 1.116)  -0.0856
C (2.202, 6.062, 0.174)  -0.0900
C (2.598, 4.892, -0.460)  -0.0178
C (1.922, 3.729, -0.135)  -0.1101
C (2.063, 2.329, -0.585)  -0.2912
N (1.112, 1.565, 0.005)  0.0649
C (0.422, 2.333, 0.889)  -0.2785
N (-0.481, 1.968, 1.770)  0.2190
C (-0.838, 0.692, 1.970)  -0.2814
C (-1.774, 0.311, 3.034)  -0.1120
C (-2.514, 1.055, 3.939)  -0.0236
C (-3.342, 0.368, 4.813)  -0.0903
C (-3.415, -1.030, 4.787)  -0.0943
C (-2.663, -1.773, 3.889)  -0.0222
C (-1.847, -1.082, 3.005)  -0.1134
C (-0.933, -1.511, 1.941)  -0.2999
N (-0.647, -2.766, 1.695)  0.1913
C (0.329, -3.166, 0.859)  -0.3190
N (1.169, -2.389, 0.143)  0.0522
C (2.034, -3.176, -0.530)  -0.3081
N (3.047, -2.789, -1.323)  0.2019
C (3.330, -1.545, -1.610)  -0.2870
N (2.618, -0.415, -1.279)  0.0506
C (3.320, 0.663, -1.633)  -0.2841
N (3.046, 1.952, -1.378)  0.1912
C (4.554, 0.255, -2.316)  -0.1084
C (5.599, 0.975, -2.876)  -0.0237
C (6.643, 0.260, -3.442)  -0.0978
C (6.646, -1.140, -3.434)  -0.0970
C (5.608, -1.857, -2.861)  -0.0238
C (4.555, -1.141, -2.308)  -0.1065
C (1.734, -4.569, -0.258)  -0.1284
C (2.273, -5.769, -0.720)  -0.0318
C (1.695, -6.949, -0.292)  -0.1048
C (0.602, -6.943, 0.593)  -0.1061
C (0.071, -5.758, 1.064)  -0.0367
C (0.642, -4.563, 0.625)  -0.1371
N (-0.407, -0.397, 1.331)  0.0632
C (0.895, 3.728, 0.801)  -0.1080
C (0.504, 4.886, 1.448)  -0.0197
H (0.884, 6.990, 1.590)  0.0949
H (2.699, 6.995, -0.062)  0.0937
H (3.401, 4.879, -1.186)  0.1083
H (-2.446, 2.136, 3.942)  0.1054
H (-3.944, 0.916, 5.527)  0.0937
H (-4.073, -1.537, 5.482)  0.0927
H (-2.711, -2.854, 3.867)  0.1070
H (5.588, 2.057, -2.866)  0.1070
H (7.473, 0.788, -3.896)  0.0922
H (7.479, -1.668, -3.882)  0.0925
H (5.607, -2.939, -2.840)  0.1071
H (3.113, -5.763, -1.403)  0.1064
H (2.087, -7.897, -0.640)  0.0902
H (0.176, -7.887, 0.910)  0.0902
H (-0.769, -5.745, 1.748)  0.1058
H (-0.301, 4.866, 2.171)  0.1101
C (-3.666, 4.900, 2.080)  -0.0631
C (-3.322, 3.889, 1.018)  -0.2892
C (-2.493, 4.212, -0.043)  -0.0434
C (-2.124, 3.275, -1.006)  -0.3187
C (-1.196, 3.693, -2.111)  -0.0955
C (-2.609, 1.962, -0.915)  -0.5749
Se (-2.127, 0.658, -2.237)  0.5545
C (-3.459, 1.623, 0.153)  -0.3137
C (-3.992, 0.228, 0.317)  -0.0912
C (-3.799, 2.588, 1.093)  -0.0426
H (-3.259, 5.881, 1.833)  0.0675
H (-3.257, 4.604, 3.051)  0.0662
H (-4.746, 5.005, 2.203)  0.0718
H (-2.097, 5.221, -0.121)  0.1066
H (-0.911, 4.741, -2.000)  0.0730
H (-1.660, 3.545, -3.089)  0.0630
H (-0.291, 3.081, -2.114)  0.0500
H (-4.547, -0.086, -0.570)  0.0644
H (-4.640, 0.163, 1.194)  0.0755
H (-3.173, -0.486, 0.442)  0.0459
H (-4.444, 2.303, 1.920)  0.1105
C (-0.958, -4.748, -2.700)  -0.2401
S (-1.484, -3.040, -2.851)  0.8494
C (-2.589, -3.008, -1.444)  -0.2517
O (-0.275, -2.238, -2.460)  -0.6788
H (-1.809, -5.400, -2.900)  0.0564
H (-0.558, -4.915, -1.700)  0.0398
H (-0.180, -4.909, -3.444)  0.0579
H (-3.424, -3.680, -1.643)  0.0609
H (-2.936, -1.977, -1.362)  -0.0164
H (-2.042, -3.313, -0.550)  0.0476


Entry 3:
Density functional theory data (wB97M-V/def2-TZVPD) for a molecular structure, C43H34BN4O2PbS7.

Computed properties:
Net charge: +1
Gap between HOMO and LUMO: 5.64 eV
E_tot: -5033.3729 Eh
LUMO level: -4.923 eV
Spin multiplicity: 1

Last column: Löwdin charge in e.
CARTESIAN COORDINATES (ANGSTROEM)
Pb (-2.947, 2.183, -0.473)  1.2098
S (-4.685, 9.734, 0.266)  0.7171
C (-4.277, 8.186, 0.291)  -1.4740
S (-5.424, 6.896, 0.587)  0.9485
C (-4.367, 5.544, 0.369)  -1.1086
C (-2.921, 5.912, 0.189)  -1.1295
S (-1.662, 4.897, 0.185)  0.7328
S (-2.650, 7.612, -0.003)  0.9427
S (-4.989, 4.047, 0.391)  0.7191
B (-4.700, 1.208, 2.577)  -0.4217
N (-3.147, 1.322, 2.709)  -0.0578
C (-2.377, 0.963, 3.738)  -0.0605
C (-1.075, 1.380, 3.503)  -0.0405
C (-1.137, 2.008, 2.267)  -0.1799
N (-2.391, 1.971, 1.797)  -0.1162
N (-5.057, 0.304, 1.363)  -0.0664
C (-5.716, -0.857, 1.351)  -0.0829
C (-5.812, -1.310, 0.045)  -0.0539
C (-5.157, -0.336, -0.700)  -0.1589
N (-4.714, 0.637, 0.100)  -0.1159
H (-5.127, 2.322, 2.371)  0.0286
H (-5.150, 0.727, 3.581)  0.0807
H (-2.808, 0.445, 4.579)  0.1308
H (-0.216, 1.255, 4.139)  0.1038
H (-0.353, 2.480, 1.692)  0.0926
H (-6.081, -1.280, 2.273)  0.1291
H (-6.293, -2.203, -0.313)  0.1014
H (-4.989, -0.288, -1.765)  0.1144
C (4.435, 1.931, -6.222)  -0.0414
C (3.561, 1.816, -5.004)  -0.2575
C (2.584, 0.831, -4.916)  -0.0266
C (1.748, 0.755, -3.810)  -0.0703
C (1.916, 1.660, -2.773)  -0.3681
C (2.879, 2.658, -2.839)  -0.0489
C (3.695, 2.726, -3.952)  -0.0232
S (0.819, 1.538, -1.384)  0.9801
O (0.406, 2.910, -0.942)  -0.5748
C (2.007, 0.976, -0.158)  -0.3091
C (2.575, 1.941, 0.698)  -0.0540
C (3.388, 1.533, 1.712)  -0.0017
C (3.647, 0.155, 1.928)  -0.1470
C (4.468, -0.283, 2.996)  -0.0245
C (4.700, -1.612, 3.197)  -0.0628
C (4.109, -2.574, 2.345)  -0.0580
C (3.309, -2.184, 1.311)  -0.0205
C (3.063, -0.806, 1.069)  -0.1133
C (2.228, -0.364, 0.003)  -0.1746
C (1.558, -1.351, -0.895)  -0.1662
C (2.295, -2.032, -1.910)  -0.1192
C (3.679, -1.802, -2.110)  -0.0083
C (4.345, -2.432, -3.120)  -0.0543
C (3.665, -3.324, -3.979)  -0.0602
C (2.332, -3.562, -3.808)  -0.0236
C (1.611, -2.920, -2.772)  -0.1516
C (0.214, -3.129, -2.604)  -0.0014
C (-0.479, -2.468, -1.638)  -0.0355
C (0.217, -1.581, -0.786)  -0.3035
S (-0.688, -0.601, 0.394)  1.0188
O (-1.926, -0.120, -0.338)  -0.6584
C (-1.261, -1.841, 1.518)  -0.3652
C (-2.563, -2.298, 1.432)  -0.0550
C (-3.015, -3.199, 2.387)  -0.0195
C (-2.189, -3.634, 3.418)  -0.2569
C (-2.691, -4.589, 4.466)  -0.0414
C (-0.880, -3.150, 3.478)  -0.0261
C (-0.412, -2.246, 2.542)  -0.0601
H (4.420, 1.014, -6.810)  0.0781
H (5.468, 2.148, -5.949)  0.0833
H (4.089, 2.744, -6.863)  0.0899
H (2.469, 0.116, -5.722)  0.1183
H (0.976, -0.003, -3.751)  0.1133
H (2.980, 3.372, -2.030)  0.1162
H (4.455, 3.496, -4.011)  0.1207
H (2.339, 2.986, 0.537)  0.1113
H (3.839, 2.259, 2.378)  0.1212
H (4.906, 0.458, 3.654)  0.1171
H (5.335, -1.936, 4.011)  0.1091
H (4.297, -3.626, 2.515)  0.1098
H (2.854, -2.926, 0.666)  0.1218
H (4.202, -1.112, -1.459)  0.1244
H (5.401, -2.247, -3.268)  0.1105
H (4.206, -3.819, -4.774)  0.1093
H (1.804, -4.240, -4.467)  0.1172
H (-0.293, -3.821, -3.265)  0.1217
H (-1.546, -2.601, -1.514)  0.1184
H (-3.219, -1.934, 0.650)  0.0902
H (-4.032, -3.569, 2.326)  0.1151
H (-3.705, -4.921, 4.248)  0.0774
H (-2.695, -4.114, 5.449)  0.0873
H (-2.051, -5.469, 4.533)  0.0864
H (-0.226, -3.477, 4.278)  0.1215
H (0.602, -1.863, 2.602)  0.1099


> Among the records above, which one has the highest spin multiplicity?

C43H32F3N2O2P2STeTi